Record 1
198
Properties=species:S:1:pos:R:3:forces:R:3:mulliken_charge:R:1 method="wB97M-V/def2-TZVPD" homo_lumo_gap_ev=9.8 relative_energy_ev=2.120 total_charge=0 e_lumo_ev=0.3044 e_tot_ha=-3336.41909 homo_ha=-0.349
O 30.70497 -9.49354 -11.45271 -1.0 -0.2 -1.5 -0.5943
H 42.30721 -14.24807 -9.49840 -0.2 -0.5 0.0 0.3322
C 41.79317 -9.97411 -3.68859 0.4 -0.2 -0.5 -1.0787
H 36.60792 -9.65517 -12.00526 0.2 0.1 0.1 -0.1406
H 35.97491 -2.14923 -2.59721 0.0 0.3 0.0 0.3014
H 34.24893 1.36630 -9.14602 -0.1 -0.2 0.3 0.4084
H 40.60291 -5.37104 -5.64131 -0.2 0.2 -0.1 -0.8490
H 38.53574 -10.65455 -13.52156 -0.1 0.1 -0.1 0.2853
C 43.54832 -4.80330 -9.89484 0.6 -1.3 0.4 -0.5483
H 38.96718 -8.51531 -2.45300 0.3 -0.4 -0.8 -0.0973
H 36.29000 -9.66569 -1.59000 -0.2 0.1 -0.5 0.3719
H 36.06123 -2.18165 -4.38371 0.0 0.0 0.1 0.1173
C 40.03975 -10.21959 -5.50968 0.8 -0.3 -0.3 -0.1094
H 33.86180 -11.51482 -7.03490 -0.1 0.1 0.3 0.5094
H 42.35916 -7.08398 -5.79094 -0.1 -0.3 0.7 0.0570
H 46.47701 -8.71684 -6.15371 0.1 -0.3 0.3 0.4474
H 40.52419 -8.84727 -12.27944 -0.4 -0.3 0.5 0.3157
H 43.09836 -14.80824 -7.22529 0.1 0.0 -0.3 0.3505
H 43.76412 -9.00176 -9.47135 0.3 0.0 0.0 -0.1199
C 36.69788 0.02485 -8.47029 0.8 -0.5 0.0 -0.4184
H 31.41000 -9.91157 -11.95249 0.0 0.1 -0.2 0.3377
H 32.56640 -2.53189 -8.34969 -0.5 -0.1 -0.1 0.4026
H 34.68812 -7.16446 -12.90851 0.3 0.4 0.1 0.0582
O 34.72549 -8.85037 -13.87774 0.4 -0.4 -0.5 -0.5156
H 38.64331 -2.05920 -5.50476 0.2 0.2 0.1 0.4764
H 34.97766 -2.97390 -8.63983 0.0 0.3 0.3 -0.3611
C 37.94898 -1.95788 -11.97144 0.1 0.4 0.2 -1.5985
H 30.14547 -9.12949 -8.18699 0.1 0.3 0.0 0.3176
C 45.24869 -8.84223 -7.87210 -2.2 1.2 0.4 0.6044
C 41.41744 -5.54463 -3.66814 -0.2 0.3 -0.1 -1.6983
H 38.58030 -1.08749 -11.79265 0.3 -0.1 0.0 0.4185
H 47.05256 -8.79832 -8.14522 0.7 -0.3 -0.4 0.3692
H 39.79920 -11.55401 -12.75312 0.1 -0.2 -0.1 0.4059
H 40.81495 -0.36406 -8.46795 -0.1 -0.2 0.6 0.0777
O 41.14893 -12.08137 -4.67775 0.4 -0.5 0.2 -0.6385
H 43.68233 -5.36871 -10.81705 0.2 0.3 -0.3 0.3852
H 38.12617 -2.78988 -9.96592 -0.4 -0.1 0.1 -0.1916
C 34.32459 -10.67647 -7.55558 0.7 -0.3 0.1 -1.5670
C 34.85102 0.96930 -9.96332 0.8 0.6 0.0 -1.3183
H 37.29664 -4.34115 -12.19815 -0.1 -0.4 -0.5 -0.1990
H 42.12171 -3.04089 -8.51206 0.4 0.1 -0.6 -0.0995
H 34.73725 -5.03303 -6.57232 0.5 0.4 -0.3 0.3932
H 41.49134 -6.77434 -11.50133 -0.4 -0.2 0.5 0.0473
C 33.00691 -2.20776 -9.29254 1.7 -1.0 0.6 -1.6635
H 44.33904 -0.37171 -7.06653 0.0 0.0 0.3 0.4413
C 37.88338 -8.40619 -2.41323 1.2 0.3 -0.5 0.9708
C 36.65091 -11.54705 -7.05059 0.9 0.3 -0.8 -1.1314
H 34.37595 -11.01314 -8.59102 0.6 0.0 -0.2 0.2787
H 36.28416 2.56293 -8.61834 0.1 0.6 0.2 0.4116
H 45.13904 -9.91801 -5.96848 0.3 -0.1 0.1 0.1859
C 44.00389 -1.37046 -7.34631 0.6 0.1 -0.5 -1.5990
H 38.12973 -2.32610 -12.98132 0.0 0.1 -0.2 0.3299
H 33.05879 -8.48192 -10.73517 0.0 -0.3 0.1 0.2645
H 31.82329 -7.29418 -10.46661 -0.5 -0.1 -0.3 0.4173
H 42.64028 -10.45899 -3.20340 0.2 -0.1 0.0 0.5054
O 38.66437 -8.65263 -8.91036 1.2 -0.2 -0.4 0.5219
H 44.04152 -10.52669 -8.62519 0.5 -0.1 -0.1 0.3526
H 40.07854 -9.15414 -5.73639 -0.1 -0.1 -0.2 0.0017
C 42.64202 -6.03133 -5.78976 -1.1 -0.4 -1.1 -0.5979
H 38.64145 -11.49630 -10.61299 0.0 -0.1 0.2 -0.1303
O 42.02108 -2.72150 -7.61236 -0.7 0.0 1.0 -0.3423
H 37.78086 -0.09738 -8.45247 0.1 0.2 0.2 -0.0373
H 43.08016 -9.33309 -7.91732 0.1 0.5 0.4 0.1464
O 41.26190 -8.45373 -12.75114 -0.8 -0.5 -0.8 -0.5659
H 34.89212 -5.18970 -9.65456 0.2 0.1 0.3 -0.3035
H 45.17584 -7.77751 -8.09379 -0.2 0.5 0.1 0.0938
O 38.89226 -2.33747 -7.54608 -0.6 0.3 -0.3 0.1444
H 36.40075 0.32607 -7.46575 -0.3 0.3 0.0 0.5180
C 37.37549 -9.57982 -1.63946 -0.7 -1.3 0.7 -1.6818
C 45.42613 -8.93556 -6.34327 -0.2 -0.3 -0.5 -0.9787
H 42.13435 -10.65928 -5.77894 0.3 0.3 0.1 -0.0786
H 39.47526 -6.83373 -9.56613 0.5 -0.8 -0.1 -0.0927
H 34.52438 -0.03566 -10.23063 0.1 0.1 0.0 0.1555
H 32.53862 -7.99637 -9.10583 0.2 -0.4 0.2 0.0467
H 40.69958 -4.85198 -3.22883 -0.2 -0.3 0.3 0.4700
H 29.41342 -8.17370 -9.51431 0.1 0.2 0.1 0.3546
H 39.83063 -10.81075 -6.40125 0.0 0.3 -0.3 -0.2806
H 42.66204 -7.15205 -12.70096 0.5 0.3 0.2 0.4234
H 35.63676 -10.20940 -5.86084 -0.2 0.6 0.1 0.1017
C 41.25604 -12.51043 -9.06220 0.4 0.9 0.4 0.2535
H 42.66768 -8.16701 -11.28346 -0.1 0.1 0.5 0.1694
C 38.72047 -7.24560 -8.89624 -0.8 0.9 0.8 0.4069
C 42.50874 -1.38992 -7.47035 -0.7 0.6 -0.8 0.8175
H 41.94643 -0.92851 -9.58037 0.6 -0.2 0.0 0.1889
C 35.75192 -10.36119 -6.93406 -2.2 0.0 -0.8 0.9913
H 38.48906 -7.42816 -13.93098 0.5 -0.4 0.5 0.4772
H 33.61072 -9.85490 -7.61493 0.2 0.3 0.5 0.3087
H 44.30491 -2.11361 -6.60794 0.1 0.2 0.1 0.3022
H 36.92943 -1.57720 -11.91052 -0.1 -0.3 0.1 0.2421
C 35.83925 -2.76218 -3.48827 -0.6 0.4 0.2 -0.5869
H 43.37879 -13.06231 -7.48982 0.0 0.0 0.2 0.2460
H 42.31262 0.48869 -8.58659 0.2 0.0 0.0 0.4325
C 38.76213 -6.47303 -13.48237 0.1 -0.5 0.2 -0.4508
C 41.71619 -13.87807 -8.66062 1.1 0.0 0.5 0.2252
C 38.71828 -11.41388 -12.76116 0.6 0.8 -0.2 -1.8240
H 35.21252 -9.29115 -14.57780 -0.1 -0.2 0.0 0.2839
H 36.08369 -12.45966 -6.86754 0.3 0.0 0.1 0.4255
H 39.80635 -2.59520 -7.40605 0.5 0.1 -0.2 -0.1014
H 37.61136 -9.58968 -0.57533 0.6 0.6 0.1 0.4293
H 39.19450 -10.42222 -4.85197 0.3 0.0 0.5 0.1448
H 36.20545 -8.52762 -3.63157 -0.3 0.3 -0.3 0.3975
C 42.62393 -13.84469 -7.41123 -0.6 -0.2 -0.3 -0.8578
O 42.82060 -3.63456 -10.03962 -0.9 1.0 -0.6 -0.4080
O 39.08028 -9.59005 -11.28368 1.1 -0.4 -1.4 0.2384
H 42.09679 -8.94912 -3.90147 -0.1 0.1 0.0 0.0639
H 37.63524 -5.42055 -14.67032 -0.1 0.1 -0.1 0.2090
H 36.36633 -1.00044 -8.63453 -0.5 0.1 -0.2 -0.1870
H 37.08148 -11.55944 -8.05187 -0.2 -0.3 -0.3 0.1127
H 40.32416 -3.09222 -11.03251 0.1 0.1 -0.2 0.5184
H 39.52625 -4.05470 -12.30515 0.3 -0.1 -0.1 0.2022
H 38.41576 -7.25639 -1.02755 -0.2 0.4 0.3 0.3876
H 44.54048 -1.58514 -8.27048 -0.2 -0.2 -0.3 0.2676
H 44.50735 -4.57035 -9.43217 0.2 -0.4 0.1 0.4163
H 39.71557 -4.65835 -10.64932 -0.4 -0.1 0.1 -0.3107
H 44.86345 -8.18913 -5.78263 -0.2 0.0 -0.3 0.0736
H 33.34337 -4.88393 -8.80730 0.0 -0.5 0.2 0.4522
H 38.94915 -9.24873 -10.39606 -0.2 0.3 0.9 0.3365
H 35.68246 -8.49632 -7.29344 -0.2 0.8 0.0 -0.3932
O 36.27283 -9.19142 -7.59326 0.3 -1.2 0.6 0.0498
H 37.61980 -8.83631 -4.58914 0.3 -0.4 0.3 -0.2404
H 36.22827 -11.24839 -11.40308 -0.1 -0.2 0.0 0.5227
H 43.30579 -3.04219 -10.61866 -0.1 0.2 -0.1 0.2096
H 34.79745 -3.08226 -3.50536 -0.3 0.2 -0.2 0.3024
H 34.68589 1.65389 -10.79529 0.0 -0.1 -0.2 0.3894
H 41.97158 -13.69885 -6.55026 0.1 0.5 0.2 0.0466
C 35.37035 -5.83842 -6.19999 -0.6 0.8 0.9 -0.3288
O 37.19997 -4.08675 -11.27753 -0.8 -0.3 0.8 0.0049
O 41.89485 -3.79003 -5.17624 -0.4 -0.5 0.2 -0.6200
O 36.68057 -3.86889 -3.45644 0.7 -0.8 -0.2 -0.3202
O 36.84765 2.26349 -9.33558 -0.2 0.8 0.3 -0.5745
H 38.25548 -12.32933 -13.12976 -0.3 0.0 0.7 0.3949
O 40.65764 -14.77316 -8.44483 -0.4 -1.0 -0.8 -0.5655
H 41.14131 -6.59203 -3.54644 -0.5 0.0 -0.1 0.0779
H 37.52356 -5.55153 -9.27633 -0.1 0.1 -0.2 0.1561
H 39.74312 -6.17074 -13.84898 -0.2 0.4 -0.5 0.4731
H 41.92289 -3.59217 -6.11522 0.2 0.7 -0.5 0.3312
H 36.57199 -6.90624 -8.77403 -0.1 -0.3 -0.1 -0.5031
H 37.24547 -6.81303 -10.45239 -0.1 -0.2 0.1 -0.1019
C 36.89807 -10.39978 -11.26400 -0.3 -0.9 0.1 -0.5766
H 40.09293 -14.57225 -7.69494 0.3 0.5 0.2 0.3311
C 41.40440 -10.72318 -4.97198 -2.0 0.8 0.5 0.7651
H 38.46447 -3.68965 -6.09075 -0.3 -0.2 0.2 0.3416
H 36.36001 -7.70678 -13.10577 0.0 -0.5 0.1 -0.2051
H 33.32173 -1.17848 -9.12058 -0.2 0.0 -0.3 0.3462
H 40.96592 -9.99308 -2.97909 -0.1 0.1 -0.1 0.2525
C 33.99262 -4.57473 -9.62644 -0.8 -0.7 0.6 -0.9817
H 39.83037 -7.32860 -7.01313 0.3 0.0 -0.3 -0.4323
C 39.50344 -3.77516 -11.25187 1.1 0.3 0.0 -0.9368
O 37.72390 -7.21462 -1.69175 -0.5 1.0 0.7 -0.5481
H 42.57053 -5.90071 -6.86955 0.6 0.6 -0.3 -0.2938
O 34.76026 -7.05255 -6.58757 0.3 -0.7 -0.3 -0.4823
C 39.02690 -6.75532 -7.47560 0.3 -0.5 -0.3 0.0668
C 42.01284 -7.61548 -11.95808 1.2 0.5 -0.9 -0.4353
H 40.72133 -12.08830 -8.21131 -0.7 0.2 -0.3 -0.4821
H 36.38596 -4.45203 -2.75306 0.2 -0.2 0.1 0.2214
C 31.11825 -9.36565 -10.13766 0.4 0.4 0.9 0.6135
H 35.36747 -5.73324 -5.11508 0.1 -0.1 0.2 0.3331
H 37.89796 -8.94968 -8.41440 -0.7 0.0 0.4 -0.3778
H 40.75570 -12.46369 -10.02946 -0.5 -0.2 0.3 0.0707
C 41.88922 -0.51562 -8.57322 -0.1 0.3 -0.1 -1.0932
O 34.91963 -2.74212 -10.70330 -0.7 1.4 0.6 -0.5656
H 37.52583 -11.42715 -6.41166 -0.2 -0.3 0.4 0.0935
H 33.81013 -6.95255 -6.49353 0.0 -0.1 0.0 0.2137
H 42.15727 -0.96959 -6.52807 -0.4 -0.5 0.2 0.3069
H 41.93573 -12.39116 -4.22324 0.0 -0.4 0.1 0.4056
H 32.34395 -2.31258 -10.15138 0.0 0.1 0.2 0.3816
H 29.07977 -9.86907 -9.33830 0.3 -0.3 -0.4 0.3665
H 36.41389 -5.73472 -6.49727 -0.3 -0.3 -0.5 -0.1155
C 43.99320 -9.44474 -8.50213 -0.4 -0.5 0.4 -0.5741
H 31.58523 -10.31601 -9.87912 0.1 -0.1 0.6 0.1663
C 38.18828 -3.11290 -11.00510 0.0 0.3 -0.4 1.4148
C 38.24530 -2.64915 -6.33038 0.5 -0.4 1.0 -0.6654
C 34.27889 -3.10702 -9.46574 -0.3 0.3 -1.9 1.6376
C 38.35872 -10.80521 -11.40707 -1.0 0.2 -0.5 1.2303
H 42.10887 -11.83864 -9.15960 0.3 -0.1 -0.1 0.0471
H 38.17164 -6.96741 -6.83400 -0.2 0.5 0.1 -0.5278
H 35.51894 -6.96894 -14.44379 -0.2 -0.2 -0.3 0.3868
H 36.91794 0.64546 -10.46548 -0.1 0.0 -0.2 -0.0395
H 36.72776 -10.04154 -10.24873 -0.1 0.3 -0.1 -0.1130
H 42.97993 -5.48955 -9.26708 0.0 0.2 0.3 -0.1057
H 39.33952 -5.71146 -7.50280 -0.4 0.1 0.2 0.4211
H 42.34002 -5.44125 -3.09697 0.3 0.3 -0.3 0.4270
H 37.26275 -7.22195 -4.23182 0.1 0.3 0.7 0.0697
C 37.42591 -6.63087 -9.39298 0.0 0.6 0.3 0.0931
H 43.66311 -5.94517 -5.41825 -0.2 0.4 0.1 0.4590
C 41.54715 -5.15523 -5.14138 1.6 -1.2 1.5 2.5187
H 38.91023 -6.49925 -12.40280 -0.4 -0.5 0.0 -0.2239
O 37.66626 -5.61109 -13.72993 0.2 1.0 0.0 -0.4784
O 46.34891 -9.29998 -8.56331 1.2 -0.7 -0.2 -0.5653
C 29.87040 -9.12498 -9.24170 0.7 0.2 -0.4 -1.4135
C 36.35564 0.99015 -9.59766 -0.8 -1.8 -0.5 0.6420
C 32.19677 -8.25351 -10.10839 -0.5 0.4 0.7 -0.8647
C 37.23863 -8.21354 -3.77985 -0.5 -0.7 -0.3 -0.4410
C 35.38830 -7.64032 -13.59510 -0.7 0.8 0.7 -0.0654
H 33.46364 -4.82232 -10.54675 -0.1 0.4 -0.1 0.4032
H 37.78488 -10.53069 -1.98058 -0.1 0.0 -0.4 0.3176
H 35.71438 -3.27008 -10.80933 0.4 -0.5 -0.2 0.4015
H 37.16800 -2.49067 -6.28126 0.0 0.0 -0.9 -0.0470


Record 2
88
Properties=species:S:1:pos:R:3:forces:R:3:mulliken_charge:R:1 method="wB97M-V/def2-TZVPD" homo_lumo_gap_ev=6.3 relative_energy_ev=0.517 total_charge=-1 e_lumo_ev=1.6159 e_tot_ha=-7937.21033 homo_ha=-0.173
H 22.99783 21.89946 10.04223 0.4 0.8 -0.1 0.4394
O 19.61729 18.76825 14.93410 0.3 0.3 0.8 -0.8391
C 21.79633 12.50045 11.36588 0.3 -0.9 -0.8 -0.5027
C 17.11509 17.30328 8.85674 0.6 -0.1 1.3 -1.1453
H 19.36044 14.38732 9.97908 0.2 -0.3 0.3 0.4008
H 15.46336 16.95878 10.26469 1.4 0.5 -0.5 0.1988
H 20.44876 16.47694 15.40743 0.4 -0.1 -1.2 0.4008
C 20.44602 17.79098 7.31612 1.4 -1.1 1.8 -0.7925
C 17.68490 25.39092 8.79560 0.2 2.2 0.5 0.7728
H 22.27439 21.04828 8.66044 -0.1 0.8 0.8 0.2350
C 16.57178 17.07552 10.07534 -0.9 -0.7 1.1 -0.8637
C 18.74689 16.61860 11.07391 0.7 -0.3 0.7 -0.3959
C 21.12606 14.27855 12.86820 -0.2 -1.5 0.4 0.9470
C 20.21768 14.78360 11.91545 0.7 -0.4 -0.1 1.2488
H 22.86354 12.99029 13.17097 -1.6 -0.6 -0.2 0.2455
C 10.05670 17.21128 11.41187 0.3 0.2 0.5 -0.2943
C 11.84066 18.09911 12.85780 0.7 0.2 0.8 -0.8987
C 18.51775 17.32107 8.73460 0.1 0.1 0.2 0.8495
H 23.03003 20.00645 11.25848 0.6 -0.3 0.7 0.3597
C 22.05609 21.69341 9.56833 -0.9 -2.2 -0.7 -1.5119
C 11.57833 17.04567 13.71744 0.4 0.5 0.9 0.1294
H 22.31683 17.44646 8.29758 0.5 -0.4 0.3 0.4244
Cl 11.35176 19.44602 10.57044 0.1 0.3 -0.2 -0.2922
Cs 14.36882 20.18683 12.35368 0.0 -0.1 -0.1 1.1681
C 11.07634 18.17162 11.76062 -1.6 -1.3 -1.3 1.0971
C 21.90025 13.07886 12.58347 1.5 2.0 0.5 -0.9862
C 15.36669 15.23211 12.08294 -0.3 -0.6 -0.2 0.0573
H 16.52042 17.41918 8.01444 -1.0 0.5 -1.4 0.5887
C 17.63370 24.80216 10.01978 -0.3 -0.8 -0.3 -0.2100
C 21.32464 19.18446 12.30385 -0.5 -1.1 0.5 -0.6947
H 21.30941 16.60080 10.46204 0.0 0.4 -0.7 0.4098
S 16.44736 16.42417 12.74572 1.8 0.6 0.5 0.3899
C 21.97246 20.00723 11.44911 0.7 0.3 -1.1 -0.8072
C 19.81130 16.69788 13.31713 0.2 0.1 0.9 0.2422
H 21.44182 22.53359 9.21847 0.5 0.0 0.4 0.3660
H 21.76920 14.39156 14.97988 -1.1 0.5 -1.2 0.2717
C 19.19347 20.02270 11.50562 1.4 0.5 -1.8 -0.1616
H 20.84452 18.13127 6.36628 0.2 0.0 0.3 0.4243
C 21.26019 17.33229 8.43615 -0.6 0.9 -1.3 -0.9614
H 18.46877 18.13067 6.73431 0.2 -0.5 0.5 0.3449
C 16.80947 23.43267 7.79401 0.5 0.0 0.7 0.3570
C 21.13052 14.85166 14.15416 1.8 0.4 1.2 -0.7362
F 17.39236 25.35204 6.52303 -0.1 0.6 -1.6 -0.3078
C 16.74399 22.75281 9.03168 0.3 -0.3 -1.0 -0.2880
C 20.06589 14.00991 10.73138 -0.5 1.6 -0.7 -0.0099
C 21.28453 20.79945 10.55603 -1.1 1.3 -1.1 0.6594
C 17.26883 24.74977 7.67254 -0.3 -1.9 0.7 0.0083
H 19.40180 21.39887 9.79583 -0.5 0.0 0.0 0.3566
Cl 8.79026 14.88184 12.00381 -0.9 -0.5 -0.4 -0.1888
Cl 10.36610 14.79651 14.71702 -0.1 0.6 -0.7 -0.1935
C 15.80841 13.98360 11.66052 -0.4 -0.5 -1.1 -0.4652
C 14.85102 13.10952 11.03312 1.8 1.6 1.4 -0.7714
C 10.59324 16.11525 13.56853 -1.4 -0.2 -1.4 -0.2593
C 19.92200 19.19218 12.31737 0.3 0.2 1.1 0.3558
H 22.37278 11.64310 11.03674 0.4 0.1 0.4 0.3881
C 19.89217 20.78439 10.52958 0.5 -0.4 1.2 -0.5230
Cl 12.55947 16.91136 15.21202 0.0 0.1 -0.4 -0.2439
S 19.04400 18.35314 13.64820 0.3 -1.1 -1.0 0.7762
H 15.24689 12.23021 10.56400 -0.1 -0.5 -0.1 0.4301
F 17.96389 26.72931 8.76636 0.2 -0.6 -0.3 -0.3324
C 19.12904 17.71530 7.51938 -2.1 1.0 -1.1 -0.8118
C 19.30889 16.95848 9.84758 0.4 0.4 -2.3 0.7071
H 13.70563 16.51953 12.41206 -0.1 1.0 0.2 0.8111
H 16.90967 13.79830 11.66652 -1.1 -0.2 0.0 0.2851
H 21.87650 18.44709 12.88493 -0.2 0.3 0.2 0.4366
C 14.04726 15.60781 12.00385 -0.7 -1.5 -0.5 -0.3823
H 11.74286 13.14036 9.88279 -0.6 0.6 -0.7 0.4030
F 16.89579 23.12375 11.37631 0.4 -0.5 -0.2 -0.3936
C 13.50621 13.45971 10.95505 1.5 0.7 -0.5 0.4625
C 12.62769 12.59420 10.12416 -1.3 -1.0 1.4 -1.5008
H 12.16252 11.76194 10.75115 1.1 0.5 -0.9 0.2824
C 13.14125 14.72881 11.42070 0.5 -0.9 0.2 -0.1547
C 17.42074 16.75154 11.18285 -3.2 0.1 0.4 1.6198
C 20.69178 16.93392 9.61269 1.4 -0.1 0.6 -0.3187
C 19.62168 16.06097 12.12909 -0.5 -0.4 0.2 -1.2573
C 20.54242 16.06763 14.37112 -1.2 0.3 0.8 -0.6119
H 13.13318 12.25512 9.21875 -0.2 -0.2 0.2 0.3703
C 17.16772 23.50253 10.09596 -0.6 1.0 1.7 0.6164
H 18.13830 20.02649 11.45467 -1.1 0.0 0.2 0.7697
H 12.12350 14.98191 11.29938 -1.0 0.6 0.0 0.2747
C 20.88258 12.97655 10.41584 -1.7 -0.1 0.5 -0.9911
Cl 9.27832 17.21550 9.79836 0.4 -0.1 1.3 -0.1828
F 16.53024 22.77090 6.67789 -0.2 -0.1 -0.5 -0.3490
O 15.62938 17.63846 13.06457 0.2 -0.3 -0.6 -0.6222
C 9.76580 16.21814 12.36219 2.1 0.3 0.7 0.2905
Se 16.37676 20.88721 9.23639 -0.3 0.2 -0.2 -0.5203
F 17.90313 25.52822 11.09123 0.1 0.2 0.7 -0.3133
H 20.60240 12.48283 9.50245 0.7 -0.4 -0.3 0.4139